(1)
156
Properties=species:S:1:pos:R:3:forces:R:3:mulliken_charge:R:1 method="wB97M-V/def2-TZVPD" max_force_ha_per_bohr=0.0441 orbital_gap_ev=9.37 homo_energy_ev=-9.3148 energy_ha=-3008.8058 total_charge=0
C -11.257 -17.269 17.958 0.7 0.7 0.5 -0.137
O -12.542 -16.944 18.544 1.0 0.2 -0.6 -0.449
H -10.641 -17.901 18.597 -0.4 -0.3 0.1 0.306
H -11.229 -17.668 16.939 -0.7 -0.1 0.1 0.426
H -10.684 -16.337 17.915 -0.3 0.0 0.0 -0.384
H -13.128 -17.677 18.414 -0.5 -0.5 -0.1 0.219
C -9.675 -16.950 21.356 -0.2 -0.4 0.7 -0.468
O -8.430 -16.266 21.178 -0.2 -0.1 -0.2 -0.471
H -9.779 -17.202 22.440 0.2 0.4 -0.8 0.291
H -10.544 -16.354 21.050 0.2 0.1 0.0 0.125
H -9.750 -17.911 20.828 0.4 0.3 -0.1 0.265
H -8.193 -16.237 20.234 -0.3 -0.3 0.5 0.313
C -12.159 -14.434 16.162 0.2 2.1 -0.1 -0.332
O -12.762 -14.324 17.442 -0.1 -1.0 0.8 -0.177
H -11.653 -13.449 16.087 -0.1 -0.6 -0.5 -0.234
H -11.425 -15.194 15.956 0.2 -0.6 0.6 0.125
H -12.914 -14.463 15.395 -0.4 -0.2 -0.4 0.411
H -12.881 -15.188 17.886 0.1 0.0 -0.3 0.022
C -12.664 -7.636 20.928 0.6 -0.4 0.7 -0.572
O -11.277 -7.495 20.681 0.6 0.0 -0.3 0.605
H -13.206 -8.212 20.184 0.1 -0.2 -0.4 -0.040
H -12.800 -8.129 21.912 -0.3 0.5 -0.3 0.258
H -13.024 -6.620 20.912 -0.6 0.2 0.3 0.292
H -10.758 -8.287 20.924 -0.3 0.1 0.0 -0.009
C -8.672 -14.190 18.916 -0.2 0.9 0.6 -1.503
O -9.105 -13.883 17.625 -0.1 0.0 -0.8 0.636
H -7.836 -14.863 18.859 0.3 -0.6 -0.3 0.770
H -8.266 -13.334 19.460 -0.1 0.4 -0.1 0.374
H -9.447 -14.605 19.555 -0.3 -0.2 -0.1 0.221
H -9.874 -13.252 17.573 0.4 -0.2 0.9 -0.385
C -8.310 -16.888 16.237 -0.8 0.4 0.3 -0.342
O -8.420 -17.714 17.427 0.3 0.6 -0.6 -0.481
H -9.021 -17.219 15.468 0.5 -0.2 -0.1 0.394
H -8.672 -15.892 16.502 0.2 -0.1 0.2 -0.229
H -7.290 -16.769 15.855 -0.2 -0.4 0.1 0.419
H -8.347 -18.621 17.137 0.1 -0.3 0.0 0.258
C -10.027 -10.047 22.924 -0.1 -1.5 0.4 -0.638
O -9.707 -9.561 21.656 -1.1 0.5 -0.6 -0.066
H -11.094 -9.980 23.134 -0.1 0.1 -0.5 0.308
H -9.742 -11.116 23.046 -0.2 0.5 -0.2 -0.147
H -9.546 -9.509 23.705 0.7 0.7 0.7 0.414
H -8.850 -9.855 21.363 0.9 -0.2 0.2 -0.103
C -15.901 -14.354 16.175 0.8 1.7 -1.2 -0.284
O -15.682 -14.287 14.729 0.0 -0.2 0.9 -0.578
H -14.955 -14.545 16.683 -0.1 -0.2 0.1 -0.023
H -16.238 -13.339 16.511 -0.1 -1.0 0.0 0.236
H -16.618 -15.134 16.357 -0.3 -0.1 0.0 0.369
H -15.003 -13.617 14.565 -0.2 -0.2 0.1 0.294
C -11.159 -8.014 17.388 -0.6 -0.3 -0.2 1.212
O -10.473 -7.761 16.182 -0.2 0.5 -0.2 -0.799
H -10.614 -7.797 18.300 0.3 0.1 0.0 0.033
H -12.064 -7.417 17.392 -0.2 0.3 0.1 -0.138
H -11.518 -9.046 17.425 0.1 -0.2 0.1 -0.878
H -9.541 -7.955 16.336 0.3 0.0 0.2 0.422
C -6.021 -9.227 18.844 -0.1 -0.2 0.7 -0.314
O -5.725 -8.588 17.594 0.1 0.1 0.5 -0.723
H -5.679 -10.273 18.838 0.0 0.5 -0.3 0.274
H -5.569 -8.704 19.683 0.4 0.0 -0.2 0.318
H -7.088 -9.233 19.087 0.0 0.0 -0.4 -0.044
H -5.825 -7.636 17.745 0.2 0.0 0.1 0.319
C -9.567 -13.635 13.314 0.7 -0.5 -0.2 -0.426
O -8.735 -14.751 13.657 0.4 0.5 1.1 -0.573
H -9.749 -12.880 14.098 0.4 -0.4 -0.1 -0.021
H -9.081 -13.174 12.447 -0.6 0.4 0.0 0.330
H -10.502 -14.105 13.072 -0.6 0.3 -0.5 0.310
H -8.051 -14.404 14.270 -0.3 -0.2 -0.3 0.386
C -13.904 -10.652 16.985 1.3 -0.1 -1.6 -0.078
O -14.135 -9.702 17.959 0.1 1.2 0.1 -0.109
H -13.040 -10.308 16.357 -0.6 -0.2 0.5 -0.404
H -13.549 -11.589 17.435 -0.6 -0.2 -0.4 -0.019
H -14.746 -10.724 16.270 0.1 -0.5 0.4 0.363
H -14.657 -10.104 18.664 -0.3 -0.2 0.5 0.370
C -11.667 -3.999 18.967 0.3 -0.7 0.4 -0.150
O -12.225 -3.702 17.706 -0.3 0.6 -0.1 -0.581
H -12.314 -4.640 19.585 0.0 -0.1 -0.3 0.023
H -10.703 -4.497 18.843 0.0 -0.1 0.2 0.040
H -11.501 -3.116 19.590 -0.1 0.3 -0.6 0.361
H -12.100 -4.414 17.066 0.1 0.0 0.5 0.324
C -11.307 -13.395 24.147 0.6 0.9 0.7 -0.435
O -12.208 -12.289 24.128 -0.3 0.0 0.4 -0.486
H -11.761 -14.321 24.475 -0.3 -0.2 -0.1 0.377
H -10.928 -13.462 23.142 0.1 -0.3 -0.4 -0.005
H -10.450 -13.161 24.808 -0.3 -0.2 -0.3 0.325
H -12.567 -12.130 25.015 0.1 -0.1 -0.4 0.244
C -16.828 -14.775 19.631 -1.0 -1.0 -0.6 -0.085
O -16.073 -15.601 20.525 -0.2 0.3 0.0 -0.481
H -17.942 -14.807 19.829 1.1 -0.1 -0.1 0.344
H -16.514 -13.743 19.705 0.3 0.1 0.3 -0.009
H -16.662 -15.105 18.583 -0.2 0.3 0.6 0.006
H -16.328 -16.524 20.403 -0.1 0.3 -0.1 0.277
C -16.345 -10.097 20.686 0.4 1.4 -0.2 -0.904
O -15.408 -10.854 19.945 -0.2 -1.1 0.6 -0.432
H -15.805 -9.560 21.463 -0.1 0.1 0.3 0.281
H -16.728 -9.324 20.002 -0.2 -0.4 0.3 0.341
H -17.155 -10.641 21.161 -0.1 -0.4 -0.3 0.275
H -14.898 -11.402 20.580 0.0 0.3 -0.3 0.245
C -13.147 -13.501 20.925 -0.2 0.6 -0.9 0.146
O -13.575 -12.325 21.614 0.3 0.0 0.2 -0.357
H -13.644 -13.459 19.937 0.1 -0.1 0.4 -0.359
H -12.060 -13.469 20.698 -0.5 -0.3 0.5 -0.156
H -13.502 -14.414 21.411 0.4 0.0 0.1 0.405
H -13.035 -12.182 22.419 -0.4 -0.2 -0.3 0.168
C -6.059 -12.825 15.994 0.2 -1.3 -0.7 -0.575
O -7.313 -13.455 15.738 0.0 0.2 0.4 -0.224
H -5.284 -13.576 16.305 -0.6 0.6 -0.2 0.250
H -5.732 -12.375 15.051 0.0 0.0 0.2 0.294
H -6.114 -12.049 16.728 -0.2 0.5 0.6 0.038
H -7.920 -13.490 16.531 0.7 0.0 -0.6 0.473
C -7.076 -13.892 23.692 -0.5 0.2 0.2 -0.794
O -7.822 -13.384 22.583 0.3 -0.4 -0.5 -0.204
H -6.880 -13.001 24.276 0.4 0.1 0.3 0.314
H -7.722 -14.516 24.309 0.1 -0.3 0.0 0.284
H -6.130 -14.427 23.489 -0.5 0.3 -0.4 0.278
H -8.132 -14.110 22.013 0.3 0.0 0.3 0.148
C -11.781 -10.304 13.977 0.5 0.2 -0.4 -0.092
O -11.009 -10.550 12.780 -0.1 0.5 0.3 -0.535
H -11.359 -9.462 14.580 -0.3 -0.7 -0.4 0.203
H -12.831 -10.088 13.721 0.3 0.0 0.2 0.366
H -11.730 -11.247 14.537 -0.1 0.3 0.0 -0.195
H -10.770 -9.703 12.374 -0.2 -0.3 0.3 0.292
C -9.405 -6.135 23.140 0.0 0.2 0.3 -0.393
O -10.077 -5.256 22.258 0.4 0.1 -0.1 -0.594
H -8.633 -6.788 22.695 -0.2 0.4 -0.2 0.079
H -8.954 -5.497 23.908 0.1 -0.2 -0.1 0.363
H -10.114 -6.793 23.636 -0.2 -0.2 0.2 0.193
H -10.556 -5.787 21.612 -0.1 -0.4 -0.2 0.187
C -5.781 -9.813 22.265 0.4 0.3 -0.3 -0.924
O -6.946 -10.378 21.654 0.6 -0.5 0.4 -0.023
H -5.615 -8.851 21.779 0.0 0.0 0.1 0.276
H -5.955 -9.629 23.326 0.1 -0.1 0.1 0.341
H -4.844 -10.414 22.133 -0.9 0.2 0.0 0.276
H -7.030 -11.250 22.065 -0.4 -0.2 -0.3 0.038
C -8.097 -6.216 19.697 1.0 -0.2 -0.5 -0.152
O -6.667 -6.036 19.651 0.0 0.5 -0.3 -0.539
H -8.539 -5.393 20.246 -0.4 -0.3 0.4 0.532
H -8.495 -6.234 18.681 -0.2 -0.1 0.0 0.221
H -8.183 -7.202 20.145 -0.7 0.1 0.2 -0.343
H -6.541 -5.093 19.493 0.3 -0.2 0.0 0.272
C -8.436 -10.022 16.139 -1.6 -0.1 1.2 0.298
O -8.205 -8.932 16.993 -0.3 1.0 0.0 -0.524
H -8.376 -10.907 16.780 0.0 -0.5 -0.6 -0.078
H -9.478 -9.845 15.836 0.3 -0.8 -0.4 -0.415
H -7.791 -10.042 15.293 0.6 -0.2 -0.7 0.530
H -7.263 -8.736 17.028 0.5 0.0 0.0 0.262
C -14.757 -6.238 17.059 -1.0 1.2 0.1 -0.595
O -15.563 -7.306 17.479 0.0 -0.4 0.0 -0.577
H -15.432 -5.565 16.521 0.2 0.2 0.0 0.369
H -14.365 -5.642 17.900 0.2 -0.4 -0.2 0.214
H -13.984 -6.487 16.349 0.5 -0.4 -0.1 0.212
H -15.064 -8.127 17.395 0.2 -0.2 0.4 0.353
C -11.116 -11.363 19.151 0.0 -0.3 -1.5 -0.653
O -11.164 -12.352 18.097 -0.1 0.4 0.2 0.831
H -12.125 -11.097 19.424 -0.2 0.1 0.5 0.129
H -10.508 -11.749 19.932 0.2 -0.2 1.2 0.323
H -10.618 -10.474 18.774 0.0 0.0 -0.2 -0.087
H -11.853 -13.032 18.259 0.2 0.3 -0.1 -0.571

=====

(2)
66
Properties=species:S:1:pos:R:3:forces:R:3:mulliken_charge:R:1 method="wB97M-V/def2-TZVPD" max_force_ha_per_bohr=0.0970 orbital_gap_ev=6.57 homo_energy_ev=-11.9200 energy_ha=-9421.6941 total_charge=+1
O -2.567 1.131 2.480 2.1 -3.0 -3.3 -0.489
C -2.050 0.602 1.457 -1.9 3.7 1.9 0.469
O -1.863 1.464 0.330 0.8 -2.8 2.1 -0.330
C -1.697 -0.946 1.462 0.7 -4.3 -0.5 0.474
C -0.419 -1.584 0.817 -3.0 -1.9 2.1 -0.294
C -0.200 -3.121 0.952 -1.3 2.7 0.3 0.015
N -1.095 -4.028 1.635 -1.0 4.7 -1.4 0.219
P -0.807 -5.805 1.829 1.6 -2.5 0.4 0.240
O 0.775 -6.157 1.227 -3.0 2.1 0.4 -0.304
Br -2.174 -6.964 0.396 0.9 1.1 0.3 -0.111
C -2.325 -3.491 2.215 0.3 3.7 -0.5 -0.170
C -2.683 -1.965 2.164 3.6 -1.0 -1.7 -0.592
H -1.595 2.362 0.690 -0.7 -0.9 -0.2 0.246
H 0.328 -0.913 0.266 -1.1 -1.4 0.9 0.032
H 0.749 -3.545 0.464 -1.8 0.5 0.9 0.494
H 1.370 -5.370 1.328 0.0 -0.9 0.1 0.259
H -3.090 -4.149 2.774 1.8 0.7 -1.2 0.339
H -3.637 -1.535 2.613 1.4 -1.0 -0.6 0.380
Cl 4.940 -1.371 0.503 -0.1 0.0 0.0 -0.150
C 4.627 0.372 0.307 0.0 0.1 0.0 -0.494
C 3.181 0.727 0.591 0.3 0.2 0.3 -0.380
Cl 2.076 0.085 -0.652 0.2 0.1 -0.3 -0.245
H 4.920 0.658 -0.705 -0.1 -0.1 0.1 0.333
H 5.281 0.892 1.010 -0.2 0.0 0.0 0.326
H 3.059 1.812 0.593 0.0 -0.1 -0.1 0.317
H 2.858 0.347 1.562 0.1 0.0 -0.2 0.332
Cl -0.244 3.814 1.483 0.3 -0.1 0.1 -0.204
C -0.564 5.555 1.267 -0.2 0.6 -0.1 -0.431
C -2.014 5.904 1.538 0.0 0.0 0.1 -0.577
Cl -3.105 5.243 0.297 0.1 0.0 0.1 -0.105
H -0.266 5.831 0.254 -0.1 -0.2 0.1 0.323
H 0.083 6.084 1.968 -0.1 -0.2 0.0 0.345
H -2.141 6.989 1.527 0.1 -0.1 0.0 0.346
H -2.342 5.533 2.511 0.1 0.0 -0.1 0.326
Cl -5.066 4.711 -2.222 0.0 -0.1 -0.1 -0.201
C -5.846 6.259 -2.634 -0.2 0.2 -0.1 -0.464
C -5.219 6.909 -3.851 -0.2 -0.1 0.0 -0.235
Cl -3.565 7.489 -3.526 0.1 0.0 0.0 -0.196
H -5.793 6.908 -1.758 0.1 -0.1 -0.1 0.315
H -6.898 6.040 -2.831 0.1 0.0 -0.1 0.327
H -5.807 7.780 -4.149 0.0 -0.1 0.1 0.326
H -5.177 6.221 -4.697 0.0 0.1 0.2 0.114
Cl -5.584 7.690 -10.122 0.0 0.0 0.0 -0.178
C -4.774 7.907 -8.550 0.1 0.0 0.1 -0.447
C -4.634 6.600 -7.795 0.3 0.1 0.0 -0.345
Cl -6.206 5.976 -7.233 -0.1 0.0 -0.1 -0.191
H -5.338 8.644 -7.977 0.0 -0.2 -0.1 0.301
H -3.785 8.322 -8.759 -0.1 -0.1 0.0 0.306
H -4.017 6.751 -6.905 -0.1 0.1 -0.1 0.207
H -4.163 5.830 -8.408 -0.2 0.1 0.0 0.370
Cl 3.629 -5.337 1.732 0.0 0.4 0.0 -0.267
C 3.728 -6.800 0.711 0.0 -0.6 -0.3 -0.356
C 4.940 -7.648 1.044 -0.1 -0.1 0.1 -0.159
Cl 6.464 -6.854 0.574 0.0 0.1 0.1 -0.188
H 3.733 -6.483 -0.333 0.1 0.1 0.2 0.414
H 2.815 -7.371 0.889 0.2 0.0 0.1 0.280
H 4.892 -8.591 0.496 -0.1 0.2 0.0 0.346
H 4.991 -7.875 2.109 0.0 0.1 -0.2 -0.029
Cl 7.274 -8.982 5.703 0.0 0.0 -0.1 -0.174
C 6.924 -7.245 5.529 0.0 0.1 0.0 -0.476
C 5.473 -6.921 5.828 0.3 0.2 0.2 -0.421
Cl 4.371 -7.571 4.588 -0.1 -0.1 0.1 -0.176
H 7.203 -6.943 4.518 -0.1 -0.1 0.1 0.291
H 7.573 -6.720 6.232 -0.1 0.0 0.0 0.343
H 5.331 -5.839 5.842 0.1 -0.1 -0.1 0.269
H 5.165 -7.317 6.797 0.0 -0.1 -0.2 0.356